{
  "formula": "C49H112F15N7O19S4",
  "method": "wB97M-V/def2-TZVPD",
  "homo_ev": -12.034,
  "fmax_ha_per_bohr": 0.106,
  "charge": 2,
  "energy_ev": -186049.102,
  "e_lumo_ev": -3.15,
  "symbols": ["C", "N", "C", "C", "C", "C", "O", "H", "H", "H", "H", "H", "H", "H", "H", "H", "H", "H", "H", "H", "H", "C", "N", "C", "C", "C", "C", "O", "H", "H", "H", "H", "H", "H", "H", "H", "H", "H", "H", "H", "H", "H", "C", "N", "C", "C", "C", "C", "O", "H", "H", "H", "H", "H", "H", "H", "H", "H", "H", "H", "H", "H", "H", "C", "N", "C", "C", "C", "C", "O", "H", "H", "H", "H", "H", "H", "H", "H", "H", "H", "H", "H", "H", "H", "C", "N", "C", "C", "C", "C", "O", "H", "H", "H", "H", "H", "H", "H", "H", "H", "H", "H", "H", "H", "H", "C", "C", "C", "N", "C", "C", "C", "C", "C", "H", "H", "H", "H", "H", "H", "H", "H", "H", "H", "H", "H", "H", "H", "H", "H", "H", "H", "C", "C", "C", "N", "C", "C", "C", "C", "C", "H", "H", "H", "H", "H", "H", "H", "H", "H", "H", "H", "H", "H", "H", "H", "H", "H", "H", "C", "O", "O", "C", "F", "F", "F", "C", "C", "H", "H", "H", "H", "H", "H", "C", "F", "F", "F", "S", "O", "O", "O", "C", "F", "F", "F", "S", "O", "O", "O", "C", "F", "F", "F", "S", "O", "O", "O", "C", "F", "F", "F", "S", "O", "O", "O"],
  "xyz": [[-0.2531, -25.2376, 18.9962], [-0.3877, -23.7751, 19.2934], [-0.5181, -23.5994, 20.7374], [0.8594, -23.1047, 18.8638], [-1.5732, -23.3236, 18.5331], [-1.7805, -21.8065, 18.4556], [-0.8905, -21.0661, 17.6514], [0.0629, -25.3208, 17.9597], [-1.2499, -25.6602, 18.9764], [0.4518, -25.7587, 19.7211], [-0.8045, -22.5550, 21.0078], [0.3793, -23.9025, 21.3053], [-1.3105, -24.2597, 21.1327], [1.7484, -23.6508, 19.2291], [0.9278, -22.0989, 19.2824], [0.8494, -23.0568, 17.7664], [-2.4503, -23.5701, 19.0840], [-1.4514, -23.6530, 17.5181], [-1.7825, -21.4447, 19.5054], [-2.8184, -21.7290, 18.1851], [-1.1480, -21.3249, 16.6531], [-4.5660, -19.4501, 17.4965], [-4.4610, -17.9014, 17.6873], [-4.9117, -17.4869, 19.0505], [-3.0472, -17.4018, 17.5026], [-5.3329, -17.2443, 16.6068], [-5.1328, -17.6579, 15.1529], [-3.8989, -17.2919, 14.5179], [-5.5423, -19.7908, 17.2430], [-4.4147, -19.8249, 18.4992], [-3.7702, -19.8268, 16.8543], [-4.0690, -17.5276, 19.7434], [-5.7362, -18.0857, 19.3729], [-5.2528, -16.4258, 18.9664], [-2.8076, -17.5898, 16.4419], [-2.4517, -18.0176, 18.1684], [-2.9385, -16.3400, 17.7892], [-5.1513, -16.2397, 16.8833], [-6.3845, -17.4935, 16.8822], [-6.0157, -17.2581, 14.6404], [-5.1303, -18.7460, 15.0436], [-3.9621, -16.3664, 14.2592], [-0.4403, -17.5709, 11.6576], [-0.2262, -18.6365, 12.6700], [-0.6395, -18.1073, 13.9810], [-1.0896, -19.8765, 12.3653], [1.2278, -19.0010, 12.7323], [1.8104, -19.7100, 11.4774], [3.1297, -19.2014, 11.4320], [-1.5204, -17.4531, 11.5599], [0.0949, -17.8505, 10.7874], [-0.2142, -16.5956, 12.0187], [-0.5445, -18.9154, 14.7127], [-1.6783, -17.7863, 13.8817], [0.0687, -17.2545, 14.2117], [-1.0335, -20.6003, 13.2006], [-0.7377, -20.2920, 11.4531], [-2.1309, -19.5470, 12.3763], [1.2339, -19.6133, 13.6064], [1.8167, -18.1046, 12.9157], [1.2249, -19.4534, 10.5859], [1.7362, -20.7566, 11.5316], [3.5890, -19.6461, 10.6921], [-7.2710, -22.3484, 12.9488], [-5.9246, -22.6543, 12.3867], [-6.1200, -23.8614, 11.4574], [-5.4104, -21.4866, 11.5604], [-4.8936, -23.1348, 13.4258], [-4.5767, -22.0239, 14.5500], [-3.8006, -20.9313, 14.1872], [-7.2346, -21.4919, 13.5946], [-7.6448, -23.1909, 13.6112], [-7.9855, -22.2422, 12.1203], [-6.8100, -23.6170, 10.6467], [-6.5634, -24.6677, 12.0641], [-5.1583, -24.1741, 10.9992], [-4.8606, -20.6702, 12.1625], [-6.2733, -21.0465, 10.9929], [-4.6932, -21.8919, 10.8481], [-4.0777, -23.3917, 12.7756], [-5.3576, -24.0105, 13.8401], [-4.1215, -22.6438, 15.3446], [-5.5780, -21.6702, 14.8704], [-2.8843, -21.2460, 14.5342], [-9.6342, -23.2355, 18.5448], [-9.7937, -23.7079, 19.9946], [-9.4928, -22.6066, 20.9358], [-11.2379, -24.0965, 20.2052], [-8.9378, -24.8633, 20.4188], [-8.6928, -25.8677, 19.3023], [-9.8119, -26.4025, 18.6920], [-10.2093, -23.9416, 17.8851], [-8.6305, -23.2178, 18.2467], [-10.0292, -22.1890, 18.5186], [-10.2949, -21.8753, 20.9227], [-8.6144, -22.1538, 20.6108], [-9.3209, -23.0682, 21.9310], [-11.9378, -23.4011, 19.7135], [-11.4505, -24.2638, 21.2731], [-11.3130, -25.0026, 19.5793], [-9.4815, -25.3544, 21.2190], [-7.9933, -24.3481, 20.6351], [-8.1791, -26.7138, 19.8213], [-7.9784, -25.4167, 18.5258], [-9.5691, -26.5355, 17.7746], [-10.4019, -20.7877, 8.6355], [-11.4271, -21.5633, 9.5034], [-11.6577, -23.0924, 9.2022], [-12.1767, -23.3896, 7.7841], [-11.1294, -23.2101, 6.7472], [-13.4056, -22.5511, 7.4987], [-14.4789, -23.4182, 8.1505], [-14.1554, -24.8752, 7.6113], [-12.6356, -24.8733, 7.8240], [-10.8036, -20.3535, 7.6871], [-9.5258, -21.3374, 8.3968], [-9.9948, -19.9861, 9.2373], [-12.3909, -21.0518, 9.4186], [-11.1728, -21.5227, 10.5341], [-12.2908, -23.5703, 9.9412], [-10.7258, -23.7023, 9.3252], [-10.1349, -23.5268, 7.0388], [-11.1567, -22.1913, 6.2784], [-11.4383, -23.8845, 5.9199], [-13.6158, -22.4629, 6.4158], [-13.2157, -21.5695, 7.9649], [-15.4597, -23.0107, 7.9892], [-14.3459, -23.4603, 9.2283], [-14.4290, -25.0007, 6.5654], [-14.6160, -25.6714, 8.1999], [-12.1576, -25.3990, 7.0227], [-12.3660, -25.2821, 8.8077], [-4.8681, -31.2788, 14.5417], [-5.0841, -30.9602, 13.0943], [-5.2607, -29.5284, 12.6786], [-4.8188, -29.2486, 11.2784], [-5.2606, -30.2025, 10.2499], [-3.2869, -29.2880, 11.2563], [-2.8224, -27.8848, 11.0107], [-4.0718, -26.9363, 11.2483], [-5.2116, -27.8591, 10.8440], [-4.6805, -32.3295, 14.7009], [-5.7805, -31.0310, 15.0420], [-4.1272, -30.6089, 14.9548], [-5.8895, -31.5832, 12.7231], [-4.1764, -31.2353, 12.5732], [-4.6908, -28.8432, 13.2894], [-6.2980, -29.1517, 12.8803], [-4.9354, -31.1949, 10.4138], [-4.8618, -29.8757, 9.2962], [-6.3540, -30.1197, 10.1001], [-2.9554, -30.0116, 10.5537], [-2.9677, -29.6938, 12.2031], [-2.5083, -27.8884, 9.9818], [-1.9709, -27.4845, 11.5721], [-4.1032, -26.1306, 10.4720], [-4.0611, -26.5661, 12.2882], [-5.3324, -27.8255, 9.7501], [-6.1500, -27.6168, 11.3215], [-1.2556, -22.9210, 14.6844], [-1.5439, -24.1315, 15.3912], [-1.7332, -21.8235, 15.2595], [0.3075, -22.7973, 14.6939], [0.7461, -21.8939, 13.7842], [0.8177, -22.2275, 15.8152], [0.9068, -23.9142, 14.4909], [-1.9212, -25.2025, 14.4601], [-2.0444, -26.5551, 15.2183], [-2.4826, -27.3351, 14.5273], [-1.0397, -26.8920, 15.4949], [-2.7399, -26.4761, 16.0262], [-1.1430, -25.3494, 13.6804], [-2.9333, -24.8992, 14.1427], [-1.6634, -23.0608, 13.6636], [-6.9215, -24.7345, 7.3333], [-7.3230, -23.5398, 6.9471], [-6.5817, -25.5012, 6.3030], [-5.8947, -24.5758, 8.2285], [-8.3368, -25.4540, 8.2595], [-8.8149, -24.4139, 9.1139], [-9.3056, -25.8298, 7.2482], [-7.7970, -26.5565, 8.9840], [-6.6151, -26.9881, 15.7034], [-5.3670, -26.8829, 15.2621], [-7.1881, -27.9038, 14.8854], [-6.5989, -27.4783, 16.9552], [-7.6528, -25.4394, 15.6320], [-6.8624, -24.5620, 16.4976], [-7.6416, -25.1547, 14.1900], [-8.9486, -25.8160, 16.1703], [-1.9553, -23.4073, 9.0442], [-2.8337, -22.3696, 9.0227], [-2.5353, -24.4622, 8.4412], [-0.8040, -23.0638, 8.4567], [-1.6180, -23.8180, 10.7639], [-2.9457, -23.9060, 11.2784], [-0.8401, -25.0606, 10.7262], [-0.8475, -22.7045, 11.2801], [-8.5674, -20.0811, 16.5914], [-9.6539, -19.4174, 16.4320], [-8.7981, -21.3916, 16.3600], [-7.5452, -19.6424, 15.8471], [-8.0176, -20.0311, 18.4035], [-9.3434, -20.2973, 19.0422], [-6.9850, -20.9758, 18.5595], [-7.5432, -18.6622, 18.6333]]
}

---

{
  "formula": "C49H134BaN9O17",
  "method": "wB97M-V/def2-TZVPD",
  "homo_ev": -8.448,
  "fmax_ha_per_bohr": 0.068,
  "charge": 1,
  "energy_ev": -101883.219,
  "e_lumo_ev": -3.08,
  "symbols": ["Ba", "C", "C", "C", "C", "C", "C", "N", "O", "C", "C", "C", "H", "H", "H", "H", "H", "H", "H", "H", "H", "H", "H", "H", "H", "H", "H", "H", "H", "H", "C", "O", "H", "H", "H", "H", "C", "O", "H", "H", "H", "H", "C", "O", "H", "H", "H", "H", "C", "O", "H", "H", "H", "H", "C", "C", "C", "O", "C", "N", "H", "H", "H", "H", "H", "H", "H", "H", "H", "H", "H", "C", "C", "C", "O", "C", "N", "H", "H", "H", "H", "H", "H", "H", "H", "H", "H", "H", "C", "C", "C", "O", "C", "N", "H", "H", "H", "H", "H", "H", "H", "H", "H", "H", "H", "C", "C", "C", "O", "C", "N", "H", "H", "H", "H", "H", "H", "H", "H", "H", "H", "H", "C", "C", "C", "O", "C", "N", "H", "H", "H", "H", "H", "H", "H", "H", "H", "H", "H", "C", "C", "C", "O", "C", "N", "H", "H", "H", "H", "H", "H", "H", "H", "H", "H", "H", "C", "C", "C", "O", "C", "N", "H", "H", "H", "H", "H", "H", "H", "H", "H", "H", "H", "C", "C", "C", "O", "C", "N", "H", "H", "H", "H", "H", "H", "H", "H", "H", "H", "H", "C", "C", "O", "O", "H", "H", "H", "H", "H", "H", "C", "C", "O", "O", "H", "H", "H", "H", "H", "H"],
  "xyz": [[-1.6397, 0.9235, -4.5342], [1.3888, -0.9836, -2.3091], [0.7860, -1.0158, -0.8582], [1.9736, -0.8658, 0.1261], [1.4754, -0.7587, 1.5817], [0.5016, 0.3979, 1.7114], [-0.6709, 0.4533, 0.7286], [-0.1517, 0.1018, -0.6192], [-1.1251, 0.1980, -1.6896], [-1.2764, 1.9265, 0.7685], [-1.7587, -0.6490, 1.2090], [0.1670, -2.4516, -0.5683], [2.0437, -0.1391, -2.5238], [0.6382, -0.9707, -3.0994], [2.0135, -1.8699, -2.4200], [2.4671, 0.0272, -0.2574], [2.6138, -1.7361, -0.0184], [2.3499, -0.5994, 2.2126], [1.0805, -1.7026, 1.9574], [0.9894, 1.3726, 1.7215], [0.0691, 0.2141, 2.6949], [-1.5687, 2.1100, 1.8024], [-2.1112, 2.0845, 0.0857], [-0.6104, 2.7047, 0.3957], [-2.0968, -0.2792, 2.1771], [-1.3193, -1.6325, 1.3754], [-2.5934, -0.7595, 0.5168], [0.1599, -2.9100, 0.4206], [0.5650, -3.1428, -1.3113], [-0.8878, -2.4559, -0.8431], [-5.4192, 2.5121, 0.6449], [-5.9212, 3.0776, 1.8760], [-5.9892, 1.5865, 0.5655], [-5.4749, 3.1792, -0.2154], [-4.3922, 2.1471, 0.6609], [-6.8648, 3.1678, 1.7241], [5.3526, -2.6338, 2.2472], [6.2751, -3.2842, 3.1601], [4.5851, -3.3286, 1.9059], [4.8863, -1.7700, 2.7210], [5.9018, -2.3534, 1.3484], [6.6482, -4.0209, 2.6706], [3.9944, -1.0260, -5.2505], [5.2645, -1.4296, -4.8116], [3.1373, -1.6217, -4.9366], [3.8630, -0.0281, -4.8320], [4.0620, -0.9974, -6.3380], [5.2214, -2.3882, -4.8415], [4.0695, -3.6325, -1.9747], [4.8871, -4.5620, -1.3256], [4.3924, -3.5713, -3.0139], [3.0097, -3.8870, -1.9626], [4.1438, -2.6568, -1.4945], [4.4384, -5.0177, -0.6096], [-1.6495, -4.5612, 2.2966], [-1.9083, -4.1247, 3.7260], [-3.0213, -3.0769, 3.7684], [-3.3084, -2.6352, 5.0860], [-4.1132, -1.4610, 5.2024], [-2.0818, -5.2822, 4.5730], [-0.7321, -5.1394, 2.1861], [-1.6078, -3.7374, 1.5840], [-2.4711, -5.1713, 1.9213], [-1.0382, -3.5911, 4.1083], [-3.8761, -3.5884, 3.3260], [-2.8003, -2.1952, 3.1668], [-5.1282, -1.6168, 4.8369], [-3.6771, -0.5522, 4.7877], [-4.2571, -1.2495, 6.2620], [-2.8873, -5.0353, 5.1301], [-2.4601, -6.0631, 4.0562], [-3.5092, -2.3858, -5.8457], [-2.5961, -2.5903, -4.6801], [-1.0949, -2.7693, -5.1125], [-0.6885, -1.6038, -5.7640], [0.5628, -1.6999, -6.4289], [-2.8216, -1.5406, -3.6498], [-3.2949, -1.3921, -6.2389], [-4.5338, -2.5380, -5.5066], [-3.3627, -3.1186, -6.6393], [-2.9844, -3.5397, -4.3116], [-1.0312, -3.6658, -5.7291], [-0.5104, -2.8321, -4.1946], [0.3955, -2.3983, -7.2489], [1.3865, -2.1015, -5.8388], [0.8202, -0.7669, -6.9303], [-3.7329, -1.5814, -3.2164], [-2.2692, -1.8694, -2.8708], [-5.8119, 3.4188, -3.4056], [-4.4199, 3.0252, -3.9069], [-3.2737, 3.4939, -3.0217], [-1.9979, 3.3943, -3.6355], [-1.0145, 4.0072, -2.9029], [-4.3277, 1.5746, -3.9955], [-6.5750, 2.9618, -4.0357], [-5.9047, 4.5024, -3.4786], [-5.9206, 3.1529, -2.3542], [-4.3010, 3.5677, -4.8448], [-3.2526, 2.9963, -2.0521], [-3.4701, 4.5493, -2.8329], [-0.8350, 3.5273, -1.9409], [-1.2101, 5.0502, -2.6540], [-0.0165, 3.9660, -3.3393], [-5.1036, 1.2780, -4.5700], [-4.4983, 1.0323, -3.1607], [6.4519, -0.6671, -1.2004], [6.6270, 0.4520, -2.2245], [7.8779, 0.2318, -3.1717], [9.1088, 0.3693, -2.3777], [10.2865, -0.0032, -3.0636], [5.4470, 0.9013, -2.9471], [6.5001, -1.6848, -1.5877], [5.4645, -0.6393, -0.7395], [7.2513, -0.5224, -0.4736], [6.9911, 1.3330, -1.6959], [7.9183, 1.0401, -3.9018], [7.8450, -0.7140, -3.7126], [10.1291, -0.9922, -3.4939], [11.0677, -0.1143, -2.3117], [10.6090, 0.6908, -3.8397], [4.6367, 0.8294, -2.3483], [5.2295, 0.2715, -3.7061], [-3.3027, -5.3746, -0.9918], [-2.1848, -6.1808, -1.6581], [-0.9724, -6.5955, -0.7311], [-1.5848, -7.3318, 0.3627], [-0.6602, -8.1321, 1.0523], [-2.7908, -7.4225, -2.1345], [-2.9868, -4.3332, -0.9305], [-3.6010, -5.5951, 0.0331], [-4.1857, -5.2504, -1.6187], [-1.8084, -5.6162, -2.5112], [-0.2888, -5.7848, -0.4791], [-0.2746, -7.1804, -1.3305], [-1.0515, -8.7047, 1.8931], [0.1293, -7.4870, 1.4378], [-0.1373, -8.8394, 0.4086], [-2.0013, -7.9333, -2.5030], [-3.1040, -8.0098, -1.3749], [-2.6597, 5.1767, 0.6240], [-3.5593, 6.3954, 0.6196], [-4.0633, 6.7058, 1.9879], [-3.0276, 7.0001, 2.9208], [-3.6395, 7.1930, 4.1923], [-2.7956, 7.5892, 0.0780], [-2.1221, 5.0490, -0.3156], [-3.2306, 4.2565, 0.7479], [-1.9202, 5.1960, 1.4244], [-4.4268, 6.2395, -0.0217], [-4.7091, 5.8990, 2.3343], [-4.6346, 7.6267, 1.8711], [-2.9602, 6.9574, 5.0115], [-4.4402, 6.4775, 4.3800], [-4.0222, 8.1816, 4.4458], [-2.0550, 7.6488, 0.7622], [-3.3561, 8.4078, 0.2669], [2.9409, 3.0905, -1.4472], [4.2536, 3.7291, -1.1609], [4.9937, 3.0123, 0.0260], [4.2438, 2.8805, 1.2603], [4.0618, 4.1343, 1.9106], [5.1124, 3.7579, -2.3197], [2.4063, 3.7651, -2.1159], [2.3843, 3.0054, -0.5139], [3.1170, 2.0767, -1.8069], [4.1350, 4.7878, -0.9302], [6.0250, 3.3295, 0.1806], [5.0333, 1.9731, -0.3003], [3.4516, 4.0952, 2.8129], [3.6019, 4.8782, 1.2600], [5.0636, 4.4647, 2.1851], [6.0310, 4.1097, -2.0903], [5.3627, 2.8029, -2.5329], [0.1048, -1.8388, 5.7936], [0.9373, -0.6472, 6.2635], [1.9384, 0.0552, 5.2205], [2.6427, 1.2453, 5.7077], [3.6011, 1.7103, 4.7594], [0.0176, 0.3569, 6.6189], [0.7147, -2.7419, 5.7677], [-0.2912, -1.6873, 4.7895], [-0.7703, -2.0419, 6.4110], [1.3841, -0.8677, 7.2330], [1.4163, 0.2593, 4.2857], [2.7080, -0.6679, 4.9508], [3.1120, 2.1673, 3.8992], [4.2451, 0.8760, 4.4814], [4.1471, 2.4853, 5.2972], [0.4827, 1.2523, 6.5737], [-0.6893, 0.3723, 5.8978], [-5.0500, -0.5550, -0.7601], [-4.8934, -1.9724, -1.2203], [-5.2105, -2.1441, -2.5259], [-4.1577, 0.3463, -1.4108], [-4.7995, -0.6053, 0.2995], [-6.0279, -0.1141, -0.9537], [-5.4965, -2.7068, -0.6864], [-3.8440, -2.2562, -1.1415], [-5.7529, -2.9318, -2.6091], [-3.2658, 0.1697, -1.1025], [0.1034, 3.6871, 4.7108], [-0.8900, 4.7554, 4.2478], [-0.7654, 5.9512, 5.0633], [-0.2829, 3.2476, 6.0161], [1.1530, 3.9595, 4.8210], [0.0414, 2.8643, 3.9986], [-1.9270, 4.4410, 4.3654], [-0.6893, 4.9997, 3.2046], [-1.3763, 5.8025, 5.7887], [-1.1287, 2.7940, 6.0376]]
}